Here is a cluster of 9 separate species, C44H113N7O16 in total from OMol25. Energies are from ωB97M-V/def2-TZVPD.

Each line ends with the Löwdin charge.
Cartesian coordinates (Å):
O -0.2853 -2.4832 -4.9047  -0.156
O 2.9173 1.0416 1.3902  -0.203
O 3.5469 -4.5602 2.7062  -0.206
O -2.0394 2.2092 -3.5944  -0.234
O 0.1317 3.3979 1.3497  -0.188
O 2.7903 1.4683 -5.6965  -0.198
O -6.1955 -2.0582 4.1259  -0.216
O -1.5428 -0.9750 4.6450  -0.177
O -5.1165 2.5947 3.6712  -0.200
O -2.4788 -0.6859 -0.1578  -0.149
O -3.6047 5.3904 -1.2834  -0.212
O 2.7918 5.2351 -1.4001  -0.196
O 4.5826 3.3811 4.0752  -0.139
O -0.7935 -4.7445 -0.0397  -0.209
O 2.3477 -2.3138 -0.6132  -0.194
O 5.7066 -2.8273 -5.8536  -0.162
N -3.3880 -3.2187 3.7361  -0.044
N 0.0811 0.4322 -0.0328  -0.039
N -4.6528 5.0260 2.2857  -0.044
N 2.0956 -3.5677 -6.3121  0.194
N 0.7772 -5.5083 2.2793  -0.040
N 0.4731 3.1115 -4.9920  -0.038
N 3.1305 4.0905 1.5549  -0.018
C -1.3944 -2.3942 4.8196  -0.230
C -4.5721 -3.9918 3.8099  -0.231
C 0.9253 -2.9548 -4.1997  -0.112
C 1.3713 -5.3048 3.5893  -0.225
C -6.8818 -2.0448 2.8472  -0.075
C -3.8400 3.2284 3.7909  -0.174
C -1.6337 -4.8041 -1.2066  -0.087
C 4.5074 -3.5841 -5.7709  -0.208
C -2.7866 -1.2140 1.1106  -0.161
C 3.5559 3.1954 0.4355  -0.186
C -4.0247 6.1494 -2.4403  -0.089
C 1.0182 -0.3395 -0.8426  -0.172
C 2.1402 1.4718 -4.4441  -0.214
C 3.3340 -2.8091 -6.2747  -0.120
C -3.7071 5.0324 1.1124  -0.188
C 1.0826 -1.7793 -0.3832  -0.239
C 2.0763 5.5918 -0.2179  -0.176
C 4.1970 1.4508 -5.6513  -0.102
C -0.3505 -0.2441 4.9690  -0.091
C -2.6199 -3.2246 4.9551  -0.223
C 3.7387 2.6846 5.0015  -0.153
C -0.0696 1.8619 -0.5205  -0.137
C -5.1650 1.3520 4.2740  -0.124
C -4.3791 5.5704 -0.1159  -0.233
C -0.5519 -4.9685 2.2397  -0.206
C -5.7943 -3.3690 4.5917  -0.168
C 2.4208 -3.6992 -0.2765  -0.070
C -1.8753 3.4300 -4.2780  -0.212
C -1.4183 -5.3915 1.0217  -0.214
C 3.2845 -0.2110 1.9706  -0.076
C -3.1351 2.1621 -2.6906  -0.067
C -3.9992 4.8045 3.5445  -0.187
C 2.8598 -5.5868 3.5467  -0.168
C 4.9608 -4.7832 2.6631  -0.120
C 0.6166 1.7907 -4.4816  -0.221
C 2.9671 5.4197 1.0587  -0.185
C 6.9266 -3.5062 -5.9368  -0.097
C 1.9904 5.1742 -2.4903  -0.158
C -0.7317 2.7974 0.4425  -0.236
C 1.5948 -4.0766 -5.0540  -0.092
C -0.8591 3.3770 -5.3773  -0.226
C 0.2012 2.6951 2.6093  -0.055
C 3.9394 1.8239 0.8296  -0.240
C -1.1543 -1.8023 -4.0231  -0.090
H 1.4353 -2.9874 -6.8094  0.170
H -2.3976 -4.2336 5.3023  0.130
H 0.9167 3.2382 3.2268  0.087
H 1.1738 -4.3134 3.9970  0.108
H 1.3056 4.3393 -2.3415  0.064
H -0.7432 2.7307 3.1523  0.079
H 4.1067 -0.1747 2.6852  0.092
H -1.8050 -5.8303 -1.5318  0.089
H 7.1343 -4.1439 -5.0775  0.094
H 4.3420 1.3521 -0.0667  0.127
H 0.9982 -5.9694 4.3686  0.125
H 2.6782 6.0976 1.8618  0.119
H -6.3731 -2.6310 2.0819  0.076
H -4.4990 6.6493 -0.0168  0.125
H -1.0397 -5.2561 3.1711  0.116
H -0.6292 1.7073 -1.4431  0.096
H -2.0332 -1.3732 -4.5044  0.104
H -3.2095 3.0971 -2.1353  0.074
H -1.0090 2.6663 -6.1900  0.121
H -5.2658 4.2289 2.1910  0.092
H 2.4970 -0.7254 2.5214  0.081
H 4.5251 -4.5173 -6.3340  0.140
H 1.1772 4.9784 -0.1590  0.098
H 3.3268 -1.8670 -5.7266  0.156
H 4.3425 3.6489 -0.1676  0.135
H 5.2029 -5.4384 1.8263  0.079
H 2.3066 0.4880 -4.0053  0.102
H 4.6380 1.5760 -6.6402  0.096
H 2.9871 -6.6221 3.2303  0.126
H 1.0088 3.0653 -5.8470  0.115
H 1.3435 -5.0096 1.6080  0.057
H 4.5464 0.5536 -5.1406  0.073
H 3.4775 -3.9422 -0.1651  0.094
H 1.3563 6.0386 -2.6872  0.096
H -5.3454 5.0771 -0.2206  0.127
H -5.4630 -3.3348 5.6296  0.112
H 5.4086 -5.2595 3.5353  0.082
H 0.8630 -1.9458 0.6714  0.125
H 3.3419 1.6991 4.7575  0.055
H 2.5455 4.8448 -3.3686  0.087
H -1.5533 -0.4329 -0.1231  -0.001
H -3.4274 3.0469 4.7834  0.114
H 2.3408 -4.5813 -4.4402  0.135
H 0.5931 -0.6015 4.5565  0.076
H -2.8367 3.7416 -4.6862  0.122
H 0.2971 1.6723 -3.4462  0.089
H -0.9697 4.2495 -6.0213  0.127
H -1.1705 -4.3965 -2.1052  0.052
H -3.9942 1.9547 -3.3286  0.095
H -3.8323 7.2216 -2.4029  0.084
H -3.8586 -1.3665 1.2356  0.073
H 3.8880 5.9643 0.8501  0.123
H -3.7661 -2.2840 3.6777  0.096
H 4.3398 -3.8083 -4.7174  0.127
H -2.3126 -2.1786 1.2924  0.055
H -0.7314 -0.8730 -3.6415  0.072
H 1.9480 -3.8692 0.6908  0.056
H -1.6981 2.4713 0.8269  0.120
H -2.4446 -5.0338 1.1038  0.112
H -5.1373 1.4425 5.3599  0.093
H 4.5588 2.2196 -4.9685  0.088
H 7.7912 -2.8474 -6.0168  0.097
H -0.2195 -0.1982 6.0501  0.090
H -6.8781 -1.0248 2.4629  0.077
H -6.6319 -4.0618 4.5111  0.115
H 0.4940 0.5649 0.8794  0.078
H 2.5497 2.2157 -3.7607  0.114
H -2.3877 -0.5369 1.8660  0.070
H 1.9826 -4.3169 -1.0605  0.083
H -3.2925 4.0516 0.8793  0.090
H -0.3672 0.7857 4.6120  0.064
H 6.9710 -4.0827 -6.8608  0.093
H -3.5121 5.8460 -3.3532  0.066
H -3.1960 2.7672 3.0421  0.096
H -4.4206 5.3317 4.4004  0.108
H -0.9804 -2.5577 5.8146  0.120
H 0.7477 -0.2491 -1.8946  0.103
H -1.5711 4.1748 -3.5425  0.125
H -3.0463 5.3322 3.5049  0.105
H 2.0283 0.0036 -0.6185  0.109
H -7.9065 -2.3133 3.1041  0.091
H 2.8311 2.9731 -0.3477  0.098
H 2.2233 3.6916 1.7495  0.065
H 4.2410 2.5829 5.9636  0.078
H 4.1812 3.6972 3.2624  0.016
H 1.6913 -2.1847 -4.1088  0.118
H 1.6628 6.5991 -0.2672  0.122
H 0.9081 2.2478 -0.8090  0.105
H 0.7519 -3.3260 -3.1896  0.115
H -6.0922 0.8690 3.9657  0.083
H -0.6969 -2.8166 4.0963  0.093
H -2.7604 5.5493 1.2696  0.122
H -2.5837 -4.2829 -1.0885  0.095
H -1.1241 3.5665 -0.2227  0.118
H -1.4386 -6.4688 0.8570  0.124
H -2.9459 1.3582 -1.9792  0.075
H -4.8790 -4.1569 2.7772  0.095
H 3.4673 -2.5370 -7.3217  0.154
H 0.5630 1.6854 2.4152  0.071
H -5.0884 6.0766 -2.6669  0.087
H 3.2196 -5.4772 4.5697  0.118
H 0.1735 0.9488 -5.0136  0.113
H 5.5676 -3.8904 2.5122  0.081
H 0.8184 -4.7845 -5.3441  0.149
H -1.5491 -2.3860 -3.1915  0.083
H 3.5569 -0.8728 1.1485  0.079
H 2.8556 3.3210 5.0578  0.065
H -4.3396 -5.0182 4.0936  0.119
H 0.3229 -2.3761 -0.8879  0.104
H -4.3248 0.7103 4.0088  0.080
H -0.5039 -3.8848 2.1329  0.100
H -3.0959 -2.7343 5.8044  0.123
H 4.7864 1.9598 1.5021  0.125

Its net charge is +1. Its gap between HOMO and LUMO (spin up / spin down) is 7.80 / 2.38 eV. The multiplicity is 2. As for the HOMO energy (spin up / spin down): -10.1 / -10.1 eV. The LUMO energy (spin up / spin down) comes out at -2.30 / -7.72 eV.

Here is a cluster of 2 separate species, C2HBrCl2F2 in total from OMol25. Energies are from ωB97M-V/def2-TZVPD.

Each line ends with the Löwdin charge.
Cartesian coordinates (Å):
Br -1.6364 -1.1901 -0.7252  0.743
Cl 0.0954 1.8188 2.0136  0.857
Cl -0.5346 1.6033 -1.3765  0.596
F -2.2139 1.2403 1.1674  0.074
F -1.1716 -0.7715 2.2418  -0.366
C -0.4997 0.2682 -0.1660  -1.082
C -0.9619 0.8776 1.1065  -0.889
H 0.5200 -0.1107 -0.0876  0.067

Its gap between HOMO and LUMO is 9.52 eV. As for the HOMO energy: -10.8 eV. The LUMO energy comes out at -1.28 eV.

Here is the molecule C6H8BrN from OMol25. Energies are from ωB97M-V/def2-TZVPD.

Each line ends with the Löwdin charge.
Cartesian coordinates (Å):
Br 3.7551 -0.3955 -0.1553  0.511
N 1.6940 1.4347 -0.0412  -0.083
C -0.0596 -1.4520 -0.3151  -0.124
C -0.7414 1.0973 -0.1618  -0.154
C 2.4443 0.7584 0.6949  -0.519
C 0.5383 1.9197 -0.2837  -0.099
C -0.5687 -0.2077 0.4776  -0.270
C -1.4533 -1.4382 0.1693  -0.116
H -0.3340 -0.2513 1.5060  0.122
H 0.7214 -2.0869 0.2609  0.124
H -1.2722 0.9700 -1.2114  0.165
H 0.0371 -1.6358 -1.3420  0.081
H -2.1245 -1.3592 -0.6012  0.076
H -1.7205 -2.0495 0.9159  0.061
H 0.4296 2.9511 -0.4265  0.100
H -1.3456 1.7450 0.5136  0.125

Its gap between HOMO and LUMO is 8.40 eV. As for the HOMO energy: -8.2 eV. The LUMO energy comes out at 0.15 eV.

Q: What is the formula in the third record?
A: C6H8BrN